Entry from the Open Molecules 2025 dataset: one molecule with the formula C12H13PS (ωB97M-V/def2-TZVPD).

```
! RIJCOSX wB97M-V def2-TZVPD def2/J DEFGRID3
* xyz 0 1
H 1.390 2.801 -0.693
H -2.791 -1.975 1.373
C -1.514 -0.034 -2.813
C -1.621 -0.357 -1.303
C 0.954 0.735 -0.202
C 3.062 1.853 -0.014
H 1.013 -1.433 0.299
C 1.685 1.899 -0.325
H -2.633 -2.250 -1.156
C -1.650 -0.144 1.266
P -0.961 0.812 -0.108
S -2.225 2.934 0.269
C 2.945 -0.549 0.232
C -2.241 -1.265 0.731
C -1.494 0.547 2.632
H 3.499 -1.516 0.478
C 1.569 -0.525 0.126
H -1.505 1.003 -3.153
C 3.675 0.654 0.243
H -0.613 -0.579 -3.247
H 3.540 2.726 -0.216
H 4.764 0.614 0.421
H -1.580 1.561 2.353
C -2.189 -1.386 -0.708
H -2.403 -0.386 -3.284
H -0.578 0.321 3.157
H -2.275 0.371 3.294
*
```

strongest force on any atom: 0.0721 Eh/bohr
orbital gap: 7.40 eV
ΔE to the lowest compared entry with this formula, charge and spin: 24.78 kcal per mole
SMILES: CC1=CC=C(C)P1(=S)c1ccccc1

Atom charges from the natural (NBO) analysis, given in e for atoms 1 to 4: H 0.231; H 0.224; C -0.651; C -0.298

***

Entry from the Open Molecules 2025 dataset: C12H14AsF6IrNO6S2 as an isolated structure (ωB97M-V/def2-TZVPD).

```
! RIJCOSX wB97M-V def2-TZVPD def2/J DEFGRID3
* xyz 1 1
H 2.600 1.136 0.891
O -1.122 2.035 -0.478
O 1.510 1.460 -1.671
C -0.527 3.928 1.208
H -1.519 -2.444 -0.082
H 2.871 -3.686 -0.019
C 2.429 -0.848 1.764
C 0.246 -0.768 -3.332
F -0.167 4.774 0.269
F -1.539 1.001 4.396
N -2.285 1.951 1.776
H -1.275 -3.140 -1.708
C 2.671 -1.757 -0.890
C 2.490 -0.373 -0.648
As -0.662 -0.728 -1.640
C 2.557 -2.178 1.496
H -2.816 -0.823 -2.812
C -0.847 -2.501 -0.936
H 2.591 -2.894 2.306
C 2.704 -2.632 0.160
S -1.860 2.832 0.549
Ir 0.457 0.724 -0.156
O -0.391 0.303 1.713
F -1.668 -1.106 3.903
C -2.423 -0.109 -2.088
F -3.452 0.128 3.867
O -2.883 3.656 0.033
H -2.358 0.878 -2.539
O 3.296 0.551 -2.708
C 2.527 0.616 -1.797
F 0.530 3.148 1.527
H 0.377 0.258 -3.669
F -0.934 4.561 2.284
C 2.397 0.082 0.688
S -1.860 0.440 1.864
C -2.154 0.101 3.657
H -3.052 -0.087 -1.203
O -2.623 -0.481 1.084
H -0.391 -1.313 -4.027
H 2.377 -0.480 2.780
H 2.843 -2.077 -1.909
H 0.124 -2.883 -0.634
H 1.213 -1.257 -3.268
*
```

strongest force on any atom: 0.0124 Eh/bohr
orbital gap: 8.34 eV
ΔE to the lowest compared entry with this formula, charge and spin: 13.50 kcal per mole

Atom charges from the natural (NBO) analysis, given in e for atoms 1 to 4: H 0.260; O -0.941; O -0.654; C 0.744

***

Entry from the Open Molecules 2025 dataset: C12H14AsN4O4Y as an isolated structure (ωB97M-V/def2-TZVPD).

```
! RIJCOSX wB97M-V def2-TZVPD def2/J DEFGRID3
* xyz 2 1
H 5.059 1.992 1.160
O 2.604 -0.922 -0.099
O 4.748 -0.380 0.260
H -3.699 0.854 1.101
H 4.151 4.193 1.931
N 0.310 -2.339 -0.981
H -2.863 -3.265 0.143
C -0.205 2.614 1.067
C 1.519 -5.430 -2.319
H 1.712 4.558 1.919
As -2.645 -0.825 -0.445
C 3.095 1.228 0.748
H -4.433 -0.183 -2.065
H -4.242 -2.720 -0.834
H -3.263 1.142 -1.902
C -3.830 -0.214 0.950
C 3.469 -0.136 0.261
N 2.275 -6.243 -2.618
N 0.612 -4.513 -1.990
C -3.377 0.064 -2.000
C 2.111 3.608 1.586
Y 0.158 -0.488 -0.100
C 3.996 2.191 1.168
H -2.673 -3.047 -1.607
C 3.487 3.408 1.595
H 4.920 -1.280 -0.071
H -0.357 4.389 1.763
H -4.855 -0.418 0.648
N 1.778 1.410 0.732
O -0.894 3.655 1.436
C 1.296 2.581 1.147
O -0.803 1.634 0.640
H -2.873 -0.278 -2.901
H -3.621 -0.741 1.878
C -3.162 -2.666 -0.714
C 0.495 -3.432 -1.485
*
```

strongest force on any atom: 0.0309 Eh/bohr
orbital gap: 7.02 eV

Atom charges from the natural (NBO) analysis, given in e for atoms 1 to 4: H 0.279; O -0.664; O -0.595; H 0.249

***

| no. | HOMO energy (eV) |
| --- | --- |
| 1 | -7.91 |
| 2 | -13.35 |
| 3 | -15.02 |